Entry 1:
Entry from the OMol25 dataset: an isolated ion of composition C5H9O and charge -1 (ωB97M-V/def2-TZVPD).

The geometry in XYZ format:
```
15
Properties=species:S:1:pos:R:3
C 0.94 -2.04 1.34
C 0.18 -1.15 0.70
C 0.66 -0.20 -0.36
C 0.06 1.20 -0.19
C -1.29 1.41 -0.94
O -1.99 2.48 -0.60
H 1.79 -2.53 0.87
H 0.57 -2.55 2.22
H -0.87 -1.05 1.00
H 0.28 -0.57 -1.32
H 1.75 -0.21 -0.33
H -0.10 1.41 0.87
H 0.79 1.96 -0.48
H -1.83 0.43 -0.75
H -0.96 1.40 -2.03
```

Output
DFT total energy = -7376.8940 eV
charge = -1
HOMO = -2.27 eV
SMILES = C=CCCC[O-]
LUMO = 3.835 eV
F_max = 0.022 Eh/bohr
energy relative to the best compared isomer or geometry (same formula, charge and spin) = 6.8 kcal/mol

Entry 2:
Entry from the OMol25 dataset: C33H30IrN5O5S5Si as an isolated structure (ωB97M-V/def2-TZVPD).

The geometry in XYZ format:
```
80
Properties=species:S:1:pos:R:3
Ir 1.34 0.35 0.12
S 1.35 -1.86 -0.42
C 0.71 -1.67 -2.07
N 0.54 -2.68 -2.90
N 0.91 -3.92 -2.46
C 0.86 -4.99 -3.30
C 0.36 -4.88 -4.61
C 0.31 -6.00 -5.42
C 0.74 -7.24 -4.98
C 1.24 -7.35 -3.68
C 1.30 -6.25 -2.85
N 0.36 -0.46 -2.53
N 0.50 0.59 -1.73
C 0.09 1.78 -2.33
C -0.03 2.96 -1.58
C -0.41 4.15 -2.17
C -0.69 4.22 -3.53
C -0.59 3.05 -4.28
C -0.21 1.85 -3.70
H 1.38 -4.01 -1.57
H 0.04 -3.91 -4.95
H -0.08 -5.89 -6.43
H 0.69 -8.11 -5.63
H 1.58 -8.31 -3.31
H 1.69 -6.34 -1.84
H 0.16 2.92 -0.52
H -0.49 5.03 -1.55
H -0.98 5.15 -3.99
H -0.80 3.08 -5.34
H -0.13 0.95 -4.30
O 4.90 4.66 -4.28
C 4.48 3.85 -3.49
S 4.52 2.11 -3.74
C 3.82 1.61 -2.21
C 3.42 2.67 -1.36
S 2.75 2.50 0.17
S 3.74 4.29 -1.94
S 3.68 0.01 -1.81
O 3.27 -1.09 3.66
C 2.28 -0.80 3.00
O 2.34 -0.15 1.89
C 0.92 -1.10 3.62
C 0.84 -1.02 5.01
C -0.37 -1.21 5.69
C -1.47 -1.51 4.93
O -2.76 -1.74 5.34
C -3.52 -1.90 4.13
O -2.61 -1.98 3.04
C -1.38 -1.63 3.56
C -0.21 -1.43 2.87
H 1.74 -0.80 5.55
H -0.44 -1.11 6.77
H -4.17 -1.03 3.99
H -4.10 -2.82 4.19
H -0.18 -1.51 1.80
C 1.67 2.43 3.31
Si 0.02 2.49 2.43
C -0.18 4.25 1.75
C -1.19 2.36 3.89
N -0.26 1.30 1.19
C -1.56 1.04 0.76
C -2.62 1.94 0.99
C -3.92 1.66 0.59
C -4.23 0.49 -0.08
C -3.19 -0.40 -0.35
C -1.90 -0.13 0.05
H 1.72 3.35 3.91
H 2.56 2.36 2.69
H 1.68 1.58 4.00
H -0.40 4.94 2.57
H -1.00 4.31 1.03
H 0.73 4.59 1.25
H -0.69 2.79 4.76
H -1.42 1.31 4.12
H -2.13 2.89 3.75
H -2.43 2.89 1.46
H -4.70 2.39 0.80
H -5.25 0.27 -0.39
H -3.39 -1.32 -0.88
H -1.13 -0.86 -0.16
```

Output
DFT total energy = -117291.3938 eV
charge = -2
HOMO (spin up / spin down) = -1.26 / -2.08 eV
LUMO (spin up / spin down) = 4.217 / 3.210 eV
F_max = 0.008 Eh/bohr
energy relative to the best compared isomer or geometry (same formula, charge and spin) = 0.0 kcal/mol
multiplicity = 5

Entry 3:
Entry from the OMol25 dataset: an isolated molecule of C2H3NO2S (ωB97M-V/def2-TZVPD).

The geometry in XYZ format:
```
9
Properties=species:S:1:pos:R:3
O 1.81 -1.32 -0.11
C 0.92 -0.49 0.04
C -0.51 -1.01 -0.06
S -1.87 -0.10 0.04
N 1.14 0.83 0.36
O 0.45 1.81 -0.33
H -0.51 -2.07 -0.23
H 2.16 0.93 0.29
H -0.28 1.95 0.29
```

Output
DFT total energy = -18540.3280 eV
charge = 0
HOMO = -9.45 eV
SMILES = O=C(C=S)NO
LUMO = -1.559 eV
F_max = 0.047 Eh/bohr
energy relative to the best compared isomer or geometry (same formula, charge and spin) = 72.1 kcal/mol

Entry 4:
Entry from the OMol25 dataset: a 7-piece molecular cluster, C34H47N3O25P overall (ωB97M-V/def2-TZVPD).

The geometry in XYZ format:
```
110
Properties=species:S:1:pos:R:3
O 1.73 0.11 4.35
C 2.31 0.09 3.29
C 2.19 -1.14 2.31
C 2.28 -0.59 0.84
C 0.83 -0.36 0.20
O 0.04 0.35 1.15
N -1.24 -0.20 1.30
O -1.24 -1.20 1.91
C 1.06 0.39 -1.17
C -0.23 1.04 -1.81
C -1.52 0.14 -1.81
C -2.84 0.91 -1.38
O -3.88 0.34 -1.61
N -2.83 2.20 -0.71
C -3.15 2.10 0.70
C -2.38 2.88 1.66
C -2.60 2.81 3.09
C -3.63 1.92 3.65
C -4.43 1.16 2.71
C -4.20 1.24 1.26
C 1.84 -0.61 -2.12
C 3.26 -0.84 -1.47
N 3.19 -1.36 -0.06
P 4.88 -1.32 0.57
O 5.86 -1.18 -0.53
O 5.09 -0.06 1.58
O 5.16 -2.74 1.39
H 2.96 0.99 3.04
H 3.02 -1.83 2.60
H 1.23 -1.66 2.54
H 2.71 0.45 0.92
H 0.44 -1.39 -0.05
H 1.78 1.24 -0.96
H -0.39 2.04 -1.34
H 0.03 1.24 -2.89
H -1.43 -0.81 -1.23
H -1.71 -0.17 -2.88
H -3.42 2.90 -1.19
H -1.58 3.57 1.29
H -1.99 3.43 3.79
H -3.79 1.83 4.76
H -5.22 0.50 3.12
H -4.85 0.63 0.60
H 1.29 -1.59 -2.21
H 1.94 -0.15 -3.13
H 3.84 0.10 -1.58
H 3.82 -1.62 -2.07
H 2.85 -2.34 -0.08
H 6.00 0.32 1.49
H 4.31 -3.22 1.50
C -4.03 0.83 -5.54
C -4.28 2.12 -6.26
O -3.15 2.91 -5.89
C -2.15 2.06 -5.56
O -1.02 2.39 -5.36
O -2.60 0.78 -5.47
H -4.42 -0.03 -6.08
H -4.43 0.82 -4.53
H -4.30 2.01 -7.34
H -5.21 2.60 -5.94
C 2.33 -7.00 0.95
C 2.95 -6.59 -0.35
O 2.62 -5.20 -0.43
C 2.41 -4.77 0.82
O 2.28 -3.60 1.12
O 2.37 -5.78 1.70
H 2.89 -7.78 1.46
H 1.29 -7.32 0.84
H 4.04 -6.70 -0.35
H 2.55 -7.14 -1.20
C -0.96 -0.44 5.81
C -0.94 -1.90 6.17
O -2.01 -2.01 7.10
C -2.87 -0.98 6.86
O -3.95 -0.88 7.35
O -2.33 -0.09 5.99
H -0.64 -0.25 4.79
H -0.35 0.16 6.49
H -1.15 -2.54 5.31
H 0.00 -2.21 6.62
C -2.15 6.39 -4.18
C -0.97 6.13 -3.29
O -1.58 5.75 -2.06
C -2.82 5.28 -2.35
O -3.53 4.73 -1.57
O -3.15 5.52 -3.65
H -1.94 6.15 -5.22
H -2.50 7.42 -4.11
H -0.35 5.30 -3.64
H -0.34 7.01 -3.15
C 5.44 1.94 5.20
C 6.67 2.78 5.43
O 7.43 2.55 4.24
C 6.56 2.18 3.27
O 6.85 2.07 2.11
O 5.33 1.93 3.78
H 4.55 2.37 5.66
H 5.56 0.92 5.55
H 6.44 3.85 5.50
H 7.23 2.47 6.31
C -3.38 -4.65 -4.78
C -2.97 -3.41 -4.05
O -3.31 -2.37 -4.97
C -4.28 -2.86 -5.79
O -4.90 -2.20 -6.55
O -4.45 -4.19 -5.61
H -3.72 -5.44 -4.11
H -2.59 -5.05 -5.42
H -3.53 -3.26 -3.13
H -1.90 -3.39 -3.82
```

Output
DFT total energy = -100958.8439 eV
charge = +1
HOMO = -10.15 eV
LUMO = -2.923 eV
F_max = 0.103 Eh/bohr